ORCA calculation (wB97M-V/def2-TZVPD) on a molecular structure, C58H41Cl3F5N2O3P2SV.

Each line ends with the Mulliken charge.
Element x y z (Å)
C: -0.95 -4.99 -0.49  -0.1601
O: -0.94 1.32 -0.15  -0.1226
C: -0.05 -1.48 -3.50  -0.3241
C: -3.59 2.52 -2.39  0.0973
H: 3.77 1.08 -2.16  0.5314
C: 5.14 -5.11 -4.36  -0.4320
C: 1.83 0.63 3.38  0.6708
H: -0.64 0.27 5.65  0.6411
F: -3.82 3.69 -2.98  -0.2958
H: 3.34 -3.91 -1.09  0.2358
H: 2.41 -5.56 0.52  0.7552
C: -0.06 -4.61 2.12  0.1167
H: 2.71 -1.48 1.00  0.6523
H: 7.01 -4.27 -0.94  0.3114
H: -2.87 5.26 3.16  0.4340
C: -4.97 -2.14 -0.03  -1.0858
P: -1.03 -2.22 -0.99  2.3422
C: 5.76 -5.03 -3.15  -0.8661
C: -2.30 4.34 3.12  -0.6671
Cl: 6.65 -2.25 2.09  -0.1188
C: -0.81 1.99 3.04  0.9900
S: 5.23 -3.63 -5.21  -0.1615
H: 1.05 -4.18 -1.76  0.2008
C: 6.33 -3.75 -2.88  0.1672
H: -3.69 3.24 4.32  0.4728
V: -0.46 -0.30 0.53  0.8541
H: -0.76 5.17 1.87  0.4678
C: 0.80 -1.57 -4.59  -1.3448
C: 5.04 -0.68 -0.42  -1.7624
H: 0.73 -0.83 -5.38  0.4858
H: -2.09 -3.86 3.34  0.6451
C: 3.87 -0.51 3.98  -0.5279
H: 5.51 0.75 4.54  0.4574
C: -2.45 2.50 -1.48  0.4422
C: -2.80 -1.93 -1.26  -0.2771
H: -0.74 -0.65 -3.47  0.4083
C: -2.12 -2.73 5.15  -0.8903
C: -2.21 1.56 -0.57  -0.1465
H: 2.07 -1.51 3.42  0.1939
C: -0.83 -3.69 0.02  -0.9660
H: 8.15 -3.28 -1.84  0.4964
H: -2.74 -3.45 5.66  0.4781
O: 6.68 -2.21 -1.01  -0.4358
P: 0.13 0.46 2.80  1.9486
N: 3.63 -0.33 -0.55  0.4008
C: -1.69 -1.59 5.83  -0.9296
C: 7.10 -3.43 -1.63  -0.8592
Cl: 6.59 -1.26 -4.05  -0.1778
H: 5.83 -5.87 -2.46  0.4330
H: -5.14 1.27 -0.22  0.5964
C: 5.30 -2.14 -0.79  -0.3101
F: -1.49 3.37 -1.79  -0.3321
H: 1.90 2.78 3.51  0.5319
H: 4.66 -5.97 -4.80  0.5154
H: -2.40 1.16 4.24  0.4239
C: 4.48 0.71 4.21  -0.9295
C: -3.69 -2.64 -0.55  0.0644
H: 2.55 -4.32 -3.69  0.4982
H: 1.07 1.30 -1.69  0.7123
C: 6.10 -2.90 -3.93  0.9647
C: 2.44 1.86 3.62  -0.7644
C: 0.00 -2.43 -2.48  1.0785
C: 5.33 -3.24 1.54  1.4466
F: -2.61 -0.25 0.84  -0.3411
H: -3.41 -3.63 -0.21  0.5590
H: -1.26 -5.13 -1.52  0.5785
C: 3.22 -4.89 0.81  -1.1587
H: -2.18 -0.16 -2.31  0.2679
C: 2.55 -0.55 3.57  -0.4086
C: -0.46 -3.53 1.35  0.0784
H: 4.24 2.85 4.23  0.4663
H: 0.30 -4.47 3.13  0.8623
H: 5.59 -0.06 -1.12  0.4925
H: 5.25 -4.23 3.45  0.5484
C: -2.75 3.21 3.77  -0.8996
F: -5.34 1.61 -3.56  -0.3070
H: 4.41 -1.43 4.14  0.5524
H: 0.12 -6.73 2.20  0.4893
H: 4.76 -2.36 -1.72  0.6814
C: 4.80 -3.13 0.26  -0.8763
C: 3.13 0.58 -1.45  -1.0593
C: -1.76 -2.96 3.83  -0.8434
H: -6.28 -0.64 0.54  0.5492
C: -0.65 -6.08 0.30  -1.0325
C: 1.82 -3.52 -3.64  -0.6878
Cl: 3.17 -6.13 3.23  -0.1928
H: -1.95 -1.44 6.87  0.4716
C: 1.73 -2.59 -4.66  -0.5815
C: 0.95 -3.45 -2.55  -0.6099
C: -3.09 0.37 -0.36  0.1500
O: -0.44 -2.22 1.88  1.1221
C: -0.37 3.13 2.35  -0.6048
C: -2.02 2.03 3.73  -0.6591
C: -0.61 -0.83 3.81  -1.0339
C: -5.32 -0.86 0.08  -1.4337
C: -4.34 1.46 -2.71  -0.1713
C: 1.80 0.68 -1.21  -1.0487
C: -1.11 4.30 2.40  -0.9869
C: 3.77 1.89 4.04  -0.7816
C: -0.17 -5.89 1.59  -1.1385
C: -4.35 0.11 -2.01  1.4527
N: 1.47 -0.18 -0.18  0.5959
C: -4.62 0.35 -0.48  0.0401
H: 0.52 3.09 1.74  0.4553
C: 3.77 -4.97 2.08  0.0514
H: -0.75 -7.08 -0.10  0.4791
H: 5.39 -0.45 0.59  0.1448
C: -0.95 -2.03 3.20  0.6229
H: 2.40 -2.66 -5.51  0.3945
C: -0.95 -0.64 5.15  -0.1005
C: -2.97 -0.49 -1.65  -0.6539
C: 3.74 -3.97 -0.08  0.7865
F: -5.20 -0.72 -2.65  -0.4979
H: -5.64 -2.89 0.37  0.5146
C: 4.82 -4.15 2.46  -0.8999
C: 2.60 -0.76 0.20  -0.6730

spin multiplicity	3
molecular weight	1160.3	u
electronic energy	-176175.493	eV
net charge	+2
LUMO level (spin up / spin down)	-6.06 / -5.38	eV
ΔE to the lowest compared entry with this formula, charge and spin	20.1	kJ/mol

ORCA calculation (wB97M-V/def2-TZVPD) on 2 unconnected molecules or ions with the total composition C3H8N4O at a distorted geometry.

Each line ends with the Mulliken charge.
Element x y z (Å)
H: -1.03 2.08 2.45  0.1939
C: -0.27 -0.99 -1.62  0.6121
H: -0.60 -0.20 2.73  0.1668
N: -0.64 2.01 1.53  -0.4053
H: 0.14 -0.68 -3.68  0.2413
N: 0.84 0.89 0.05  -0.4727
H: -0.61 2.83 0.94  0.1803
H: 1.50 0.13 -0.07  0.2801
H: -0.65 -2.24 -3.24  0.2562
C: 0.04 0.84 1.23  0.6030
O: 0.52 -2.03 0.22  -0.4048
H: 0.49 -1.59 1.12  0.4462
N: 0.14 -0.14 2.04  -0.7008
C: -0.32 -1.27 -2.90  -0.7789
H: 1.03 1.80 -0.33  0.1650
N: -0.56 -1.44 -0.47  -0.3827

molecular weight	116.1	u
electronic energy	-11245.064	eV
SMILES	N=C(N)N.C=C=NO
LUMO level	0.61	eV
ΔE to the lowest compared entry with this formula, charge and spin	440.0	kJ/mol

What is the formula in the first record? C58H41Cl3F5N2O3P2SV

Number 2 is which compound? C3H8N4O

Among the records above, which one has the highest molecular weight? C58H41Cl3F5N2O3P2SV

Which value of ΔE to the lowest compared entry with this formula, charge and spin does entry 2 give? 440.0 kJ/mol